Below is the molecule C5H7NO, with properties calculated with the ωB97M-V functional and the def2-TZVPD basis.

## Properties
**Largest force on an atom**: 0.016 hartree/bohr
**LUMO level**: 0.0291 Eh
**HOMO energy**: -9.58 eV
**2S+1**: 1
**Energy relative to the best compared isomer or geometry (same formula, charge and spin)**: 132.0 kJ/mol
**M**: 97.12 g mol⁻¹
**Orbital gap**: 10.371 eV
**Charge**: 0

Positions of all 14 atoms, in Å:
H  2.870988  1.246844  0.515045
N  2.835005  0.365399  0.001932
C  1.671475  0.208901  -0.469836
C  0.412016  0.977177  -0.262571
C  -0.551695  0.070158  -0.095138
C  -1.969487  0.234189  0.345312
C  0.127024  -1.280349  -0.272015
O  1.283343  -0.978836  -1.055259
H  0.350000  2.050187  -0.129487
H  -2.189402  1.272897  0.607993
H  -2.175915  -0.390492  1.223835
H  -2.667200  -0.077271  -0.441135
H  -0.458748  -2.096024  -0.694686
H  0.462598  -1.602783  0.726009

Forces on atoms 1 to 2 (eV/Å):
0.116 0.032 -0.319
-0.438 0.060 -0.382

Computed Löwdin charges, given in elementary charges:
1. H 0.056
2. N 0.170
3. C -0.449
4. C 0.027
5. C -0.248
6. C -0.040
7. C -0.133
8. O -0.027
9. H 0.118
10. H 0.081
11. H 0.087
12. H 0.086
13. H 0.131
14. H 0.140

***

Below is a cluster of 3 separate species, C5H7NO in total, with properties calculated with the ωB97M-V functional and the def2-TZVPD basis.

## Properties
**Largest force on an atom**: 0.051 hartree/bohr
**LUMO level**: 0.0135 Eh
**HOMO energy**: -8.65 eV
**2S+1**: 1
**Energy relative to the best compared isomer or geometry (same formula, charge and spin)**: 208.7 kJ/mol
**M**: 97.12 g mol⁻¹
**Orbital gap**: 9.021 eV
**Charge**: 0

Positions of all 14 atoms, in Å:
O  -0.085760  -2.460207  1.142085
C  0.026024  -1.353281  0.635312
C  -0.089601  -0.060605  1.323777
C  0.524259  1.092707  0.810091
C  0.643044  1.195544  -0.570941
C  0.146838  0.100360  -1.294281
N  0.216057  -1.163226  -0.741408
H  -0.342274  -0.122299  2.375736
H  -1.748380  0.171723  0.206871
H  0.733050  1.941960  1.456472
H  0.919954  2.115519  -1.077615
H  0.111924  0.119689  -2.381357
H  -1.608566  0.431897  -0.641236
H  0.035904  -1.974183  -1.323857

Forces on atoms 1 to 2 (eV/Å):
0.167 0.457 -0.383
-0.534 0.408 0.019

Computed Löwdin charges, given in elementary charges:
1. O 0.033
2. C -0.510
3. C -0.057
4. C -0.104
5. C -0.119
6. C -0.172
7. N 0.091
8. H 0.112
9. H 0.123
10. H 0.111
11. H 0.106
12. H 0.122
13. H 0.105
14. H 0.159